No. 1
F6InNO3P as an isolated structure in a non-equilibrium geometry. Source: the OMol25 dataset; level of theory: the ωB97M-V functional and the def2-TZVPD basis.

ΔE to the lowest compared entry with this formula, charge and spin = 0.0 kJ/mol
LUMO level = -9.919 eV
Kohn-Sham gap = 6.37 eV
Charge = +1

Each line ends with the Mulliken charge.
CARTESIAN COORDINATES (ANGSTROEM)
In 11.08 3.65 -1.86  1.6526
N 12.27 2.66 0.13  1.3476
O 11.49 2.02 -0.59  -0.5513
O 12.88 2.20 1.02  -0.4837
O 12.37 3.85 -0.22  -0.4173
P 12.38 6.07 -2.23  1.2023
F 13.72 6.08 -3.15  -0.2998
F 11.68 5.00 -3.26  -0.3095
F 12.85 4.74 -1.44  -0.2340
F 10.92 5.97 -1.51  -0.3401
F 13.11 7.06 -1.17  -0.2747
F 11.69 7.24 -3.13  -0.2921

***

No. 2
F6LiN3O12S6 as an isolated structure in a non-equilibrium geometry. Source: the OMol25 dataset; level of theory: the ωB97M-V functional and the def2-TZVPD basis.

ΔE to the lowest compared entry with this formula, charge and spin = 1538.6 kJ/mol
LUMO level = 4.794 eV
Kohn-Sham gap = 8.85 eV
Charge = -2

Each line ends with the Mulliken charge.
CARTESIAN COORDINATES (ANGSTROEM)
Li -0.37 0.33 0.47  1.4072
N 0.69 -0.84 -2.13  -0.0482
S 1.33 -2.15 -2.37  1.0807
O 0.78 -3.30 -1.65  -0.5907
O 2.68 -2.26 -2.95  -0.6543
F 0.40 -2.20 -3.71  -0.3768
S 1.63 -0.44 -0.81  0.8290
O 2.88 -1.18 -0.49  -0.5983
O 0.93 0.13 0.35  -0.0210
F 2.15 0.96 -1.54  -0.3904
N -1.09 -0.21 -0.72  -0.2815
S -2.45 0.83 -0.20  0.8403
O -2.33 1.02 1.22  -0.4554
O -3.78 0.84 -0.88  -0.6321
F -1.74 2.14 -0.77  -0.2506
S -2.03 -1.42 -0.35  1.0229
O -3.22 -1.67 -1.13  -0.6364
O -1.94 -1.79 1.04  -0.5857
F -1.08 -2.58 -1.04  -0.2816
N -0.26 1.18 1.55  -0.2224
S 0.81 2.63 1.40  0.9100
O 1.93 2.41 0.42  -0.5514
O 0.97 3.33 2.64  -0.5917
F -0.08 3.51 0.44  -0.2479
S 0.68 0.55 2.63  0.8244
O 0.06 0.86 3.90  -0.6590
O 2.11 0.33 2.35  -0.5772
F 0.35 -1.00 2.33  -0.2622

***

No. 3
F6N2O6PRb as an isolated structure in a non-equilibrium geometry. Source: the OMol25 dataset; level of theory: the ωB97M-V functional and the def2-TZVPD basis.

LUMO level = 1.925 eV
Kohn-Sham gap = 4.60 eV
Charge = -2

Each line ends with the Mulliken charge.
CARTESIAN COORDINATES (ANGSTROEM)
Rb 0.81 0.32 -1.66  0.9976
P -5.68 -0.41 -1.18  1.1381
F -5.18 -0.59 -2.75  -0.3695
F -6.99 -1.36 -1.38  -0.3619
F -4.81 -1.73 -0.74  -0.3484
F -6.14 -0.13 0.38  -0.3638
F -4.44 0.61 -0.93  -0.3492
F -6.72 0.70 -1.72  -0.3470
N 3.89 3.66 2.57  1.0112
O 4.79 3.27 3.28  -0.6432
O 3.82 4.67 1.91  -0.6842
O 2.93 2.88 2.54  -0.6812
N 5.91 -2.96 -0.07  0.9775
O 6.58 -3.99 -0.38  -0.6770
O 5.70 -2.69 1.10  -0.6340
O 5.52 -2.26 -0.98  -0.6649

***

No. 4
F7NaO2P2 as an isolated structure in a non-equilibrium geometry. Source: the OMol25 dataset; level of theory: the ωB97M-V functional and the def2-TZVPD basis.

ΔE to the lowest compared entry with this formula, charge and spin = 11.7 kJ/mol
LUMO level = -1.487 eV
Kohn-Sham gap = 9.79 eV
Charge = 0

Each line ends with the Mulliken charge.
CARTESIAN COORDINATES (ANGSTROEM)
P -0.28 -1.23 0.09  1.2962
F -1.34 -1.29 1.31  -0.3372
F 0.47 -1.37 -1.38  -0.3645
F -1.62 -1.38 -0.89  -0.3467
O 0.89 -0.37 0.81  -0.5997
F 0.28 -2.67 0.48  -0.2544
P 0.63 1.29 0.45  1.1707
F 0.42 2.87 0.15  -0.3474
O -0.71 0.82 -0.22  -0.7134
F 0.79 1.62 1.98  -0.2361
Na -1.56 0.37 -2.47  0.9749
F 2.03 1.33 -0.31  -0.2424

***

No. 5
F8H12N4Na2O22S8 as an isolated structure in a non-equilibrium geometry. Source: the OMol25 dataset; level of theory: the ωB97M-V functional and the def2-TZVPD basis.

LUMO level = 2.309 eV
Kohn-Sham gap = 7.20 eV
Charge = -2

Each line ends with the Mulliken charge.
CARTESIAN COORDINATES (ANGSTROEM)
Na 0.34 3.12 -0.80  0.9273
Na -2.40 -0.38 -1.93  1.0509
N 3.42 2.20 -1.85  -0.3442
S 4.87 2.98 -1.74  1.0207
O 6.07 2.39 -2.29  -0.5925
O 5.00 3.93 -0.72  -0.5210
F 4.41 3.99 -2.94  -0.3504
S 3.88 1.11 -0.84  0.9595
O 3.95 1.46 0.55  -0.2855
O 4.77 0.02 -1.26  -0.5941
F 2.50 0.26 -0.72  -0.2422
N 2.92 2.52 4.30  -0.5205
S 2.18 1.85 2.90  1.3437
O 2.42 0.44 2.73  -0.4588
O 1.85 2.77 1.77  -0.4932
F 0.65 1.76 3.52  -0.4464
S 4.18 2.76 3.50  1.1553
O 4.20 3.94 2.66  -0.5703
O 5.03 1.60 3.20  -0.5672
F 4.96 3.32 4.84  -0.3781
N -3.09 1.56 -3.18  -0.2579
S -3.60 2.95 -2.31  1.0286
O -4.85 2.80 -1.58  -0.5562
O -3.29 4.24 -2.84  -0.5472
F -2.55 2.80 -1.06  -0.2402
S -4.16 1.69 -4.31  0.9983
O -4.01 2.82 -5.23  -0.5850
O -5.48 1.20 -4.03  -0.5932
F -3.66 0.45 -5.17  -0.2767
N -1.41 -1.15 0.04  -0.5533
S -0.24 -2.26 0.80  0.8431
O -0.75 -3.08 1.90  -0.6706
O 1.18 -1.99 0.76  -0.3180
F -0.37 -3.31 -0.40  -0.2854
S -1.10 0.06 0.90  0.8717
O -0.18 1.05 0.28  -0.2013
O -1.14 -0.15 2.31  -0.7528
F -2.58 0.69 0.58  -0.4012
O -4.01 -1.73 0.59  -0.5897
H -4.46 -1.34 -0.16  0.3507
H -3.08 -1.56 0.42  0.3093
O -2.85 -3.53 -1.26  -0.5796
H -3.55 -3.99 -0.79  0.2758
H -2.57 -2.84 -0.66  0.3432
O 0.12 -0.59 4.57  -0.7187
H -0.47 -0.77 3.84  0.5284
H 0.39 0.32 4.45  0.3671
O -1.24 -5.04 -2.63  -0.6161
H -1.65 -4.82 -1.79  0.3860
H -0.92 -4.21 -2.96  0.2766
O -3.02 -4.66 2.40  -0.6157
H -2.15 -4.33 2.64  0.4014
H -2.96 -4.83 1.46  0.2794
O 3.22 -2.93 -0.72  -0.6264
H 2.60 -3.45 -1.23  0.2645
H 2.74 -2.13 -0.51  0.3682

***

No. 6
F8MgN4O16S8 as an isolated structure in a non-equilibrium geometry. Source: the OMol25 dataset; level of theory: the ωB97M-V functional and the def2-TZVPD basis.

ΔE to the lowest compared entry with this formula, charge and spin = 761.1 kJ/mol
LUMO level = 3.866 eV
Kohn-Sham gap = 8.95 eV
Charge = -2

Each line ends with the Mulliken charge.
CARTESIAN COORDINATES (ANGSTROEM)
Mg 0.53 1.13 0.53  1.1635
N 0.87 -2.58 -1.42  -0.0323
S 1.78 -3.83 -1.65  0.8717
O 1.61 -4.87 -0.66  -0.6153
O 3.02 -3.50 -2.36  -0.5883
F 0.92 -4.43 -2.84  -0.2926
S 2.01 -1.75 -0.42  1.1384
O 3.06 -2.40 0.42  -0.5827
O 1.41 -0.49 0.07  0.4356
F 2.84 -1.20 -1.74  -0.2991
N -0.17 1.58 -1.06  0.1974
S 0.03 1.18 -2.77  0.7310
O -0.21 2.18 -3.79  -0.4954
O -0.45 -0.22 -2.94  -0.4369
F 1.71 1.06 -2.71  -0.3196
S -1.24 2.60 -1.40  0.7623
O -2.50 2.07 -1.87  -0.4919
O -0.85 3.96 -1.73  -0.6304
F -1.57 2.67 0.15  -0.3100
N 0.96 1.84 2.19  0.4712
S 1.73 0.98 3.43  0.8550
O 0.93 0.04 4.13  -0.4879
O 2.87 1.62 4.14  -0.5569
F 2.56 0.05 2.36  -0.2748
S 0.70 3.07 3.09  0.8445
O 1.63 4.12 2.89  -0.5703
O 0.00 2.90 4.39  -0.5770
F -0.59 3.57 2.26  -0.2797
N -1.95 -1.37 -0.96  0.1012
S -1.80 -1.31 0.73  0.8050
O -2.72 -1.82 1.73  -0.5774
O -0.92 -0.22 1.09  -1.0635
F -0.72 -2.45 0.62  -0.2762
S -3.45 -1.14 -0.73  1.0236
O -3.94 0.14 -0.25  -0.5711
O -4.33 -2.32 -0.61  -0.6880
F -3.78 -0.87 -2.31  -0.3826

***

No. 7
FH2N as an isolated structure in a non-equilibrium geometry. Source: the OMol25 dataset; level of theory: the ωB97M-V functional and the def2-TZVPD basis.

ΔE to the lowest compared entry with this formula, charge and spin = 61.2 kJ/mol
LUMO level = -0.329 eV
Kohn-Sham gap = 10.77 eV
Charge = 0

Each line ends with the Mulliken charge.
CARTESIAN COORDINATES (ANGSTROEM)
N 0.24 -0.15 -0.22  -0.2234
F -1.40 0.06 0.09  -0.3046
H 0.56 0.79 -0.40  0.2649
H 0.60 -0.70 0.53  0.2631

***

No. 8
FH2N2O as an isolated structure in a non-equilibrium geometry. Source: the OMol25 dataset; level of theory: the ωB97M-V functional and the def2-TZVPD basis.

ΔE to the lowest compared entry with this formula, charge and spin = 255.4 kJ/mol
LUMO level (alpha / beta) = 4.173 / 2.690 eV
Kohn-Sham gap (alpha / beta) = 6.70 / 3.67 eV
Charge = -1

Each line ends with the Mulliken charge.
CARTESIAN COORDINATES (ANGSTROEM)
N -1.01 -0.97 0.70  -0.7093
N 0.55 0.34 -1.21  0.3952
O 1.59 -0.21 -1.37  -0.2931
F 0.72 1.75 -0.24  -0.5010
H -1.18 -0.07 0.47  0.0861
H -0.68 -0.84 1.65  0.0220

***

No. 9
A single FH2O2P molecule in a non-equilibrium geometry. Source: the OMol25 dataset; level of theory: the ωB97M-V functional and the def2-TZVPD basis.

ΔE to the lowest compared entry with this formula, charge and spin = 871.5 kJ/mol
LUMO level = 0.597 eV
Kohn-Sham gap = 11.31 eV
Charge = 0

Each line ends with the Mulliken charge.
CARTESIAN COORDINATES (ANGSTROEM)
F 1.75 -0.74 -0.42  -0.0792
O 1.31 -0.15 0.66  0.0481
O 0.45 0.92 0.30  -0.2248
P -1.08 0.62 -0.31  0.1874
H -0.75 -0.45 -0.91  0.0208
H -1.69 -0.20 0.68  0.0477

***

No. 10
FH2O2P as an isolated structure in a non-equilibrium geometry. Source: the OMol25 dataset; level of theory: the ωB97M-V functional and the def2-TZVPD basis.

ΔE to the lowest compared entry with this formula, charge and spin = 173.0 kJ/mol
LUMO level = -0.259 eV
Kohn-Sham gap = 10.29 eV
Charge = 0

Each line ends with the Mulliken charge.
CARTESIAN COORDINATES (ANGSTROEM)
O -1.26 1.29 0.28  -0.3767
O 0.61 -0.66 -0.26  -0.7368
F -2.09 -1.04 0.42  -0.1966
P -1.47 0.01 -0.63  0.6524
H -0.33 1.39 0.40  0.3661
H 0.96 -1.01 -1.06  0.2916